# 1
{
  "formula": "C23H86BBrN2O23PS4",
  "method": "ωB97M-V/def2-TZVPD",
  "de_lowest_kj_mol": 0.0,
  "charge": 1,
  "symbols": ["N", "B", "O", "C", "P", "O", "Br", "N", "C", "S", "O", "O", "C", "S", "C", "S", "S", "H", "H", "H", "H", "H", "H", "H", "H", "H", "H", "C", "O", "H", "H", "H", "H", "C", "O", "H", "H", "H", "H", "C", "O", "H", "H", "H", "H", "C", "O", "H", "H", "H", "H", "C", "O", "H", "H", "H", "H", "C", "O", "H", "H", "H", "H", "C", "O", "H", "H", "H", "H", "C", "O", "H", "H", "H", "H", "C", "O", "H", "H", "H", "H", "C", "O", "H", "H", "H", "H", "C", "O", "H", "H", "H", "H", "C", "O", "H", "H", "H", "H", "C", "O", "H", "H", "H", "H", "C", "O", "H", "H", "H", "H", "C", "O", "H", "H", "H", "H", "C", "O", "H", "H", "H", "H", "C", "O", "H", "H", "H", "H", "C", "O", "H", "H", "H", "H", "C", "O", "H", "H", "H", "H"],
  "coordinates": [[0.305, -3.658, 3.650], [-0.521, -2.701, 2.914], [-0.562, -2.634, 1.564], [-1.427, -1.654, 3.751], [-2.163, -2.545, 5.306], [-1.139, -1.965, 6.424], [-4.089, -1.439, 5.747], [-2.514, -0.978, 3.009], [-3.295, -1.546, 1.915], [-4.502, -2.768, 2.384], [-5.062, -3.215, 1.145], [-3.833, -3.737, 3.206], [-2.728, 0.260, 3.372], [-1.719, 0.815, 4.627], [-0.470, -0.424, 3.966], [0.051, 0.292, 2.344], [1.045, -0.641, 4.895], [1.273, -3.393, 3.477], [0.175, -4.574, 3.216], [-0.143, -3.428, 1.203], [-1.250, -2.486, 7.229], [-3.838, -0.724, 1.446], [-2.687, -2.008, 1.138], [-5.462, -2.099, 3.065], [-3.445, 0.899, 2.873], [0.977, 1.208, 2.697], [0.841, -1.815, 5.503], [-2.119, -5.760, -0.076], [-1.771, -5.006, 1.097], [-1.201, -6.150, -0.504], [-2.768, -6.591, 0.183], [-2.615, -5.122, -0.811], [-2.594, -4.686, 1.476], [4.202, 1.087, 2.104], [3.082, 1.594, 2.827], [4.307, 1.668, 1.191], [5.109, 1.188, 2.702], [4.042, 0.037, 1.850], [3.020, 1.069, 3.633], [-4.970, -0.318, -1.540], [-4.817, 0.265, -0.238], [-4.012, -0.737, -1.839], [-5.715, -1.116, -1.516], [-5.268, 0.449, -2.249], [-5.673, 0.631, 0.005], [2.275, -3.299, -0.958], [2.583, -2.584, 0.242], [3.166, -3.843, -1.260], [1.463, -4.013, -0.790], [1.984, -2.616, -1.755], [1.788, -2.107, 0.495], [-0.642, 3.600, 0.535], [-1.851, 3.581, 1.306], [-0.513, 4.590, 0.111], [0.211, 3.371, 1.182], [-0.697, 2.873, -0.273], [-1.939, 2.696, 1.667], [0.511, -1.947, -4.459], [0.381, -3.139, -3.684], [0.714, -1.129, -3.772], [1.339, -2.026, -5.168], [-0.409, -1.727, -5.004], [0.201, -3.862, -4.290], [-1.050, -8.963, -1.947], [-2.133, -8.648, -1.078], [-1.172, -8.369, -2.849], [-0.089, -8.717, -1.485], [-1.055, -10.021, -2.219], [-2.026, -9.176, -0.281], [-0.364, 6.604, 3.153], [-0.456, 5.418, 3.942], [-0.169, 7.438, 3.822], [0.455, 6.519, 2.437], [-1.302, 6.777, 2.623], [-0.629, 4.692, 3.335], [-0.003, 3.719, -3.120], [0.909, 3.573, -2.032], [-0.968, 3.323, -2.809], [-0.111, 4.776, -3.378], [0.341, 3.168, -3.990], [1.755, 3.928, -2.321], [1.762, 7.285, -4.644], [2.221, 5.946, -4.520], [0.679, 7.256, -4.743], [2.020, 7.874, -3.760], [2.183, 7.767, -5.530], [3.182, 5.981, -4.434], [1.289, -7.737, 3.409], [1.312, -6.310, 3.301], [0.250, -8.053, 3.401], [1.801, -8.196, 2.563], [1.756, -8.061, 4.342], [2.232, -6.031, 3.303], [-1.551, 2.461, -7.086], [-0.624, 2.301, -6.015], [-2.505, 2.061, -6.752], [-1.679, 3.515, -7.342], [-1.228, 1.912, -7.974], [0.220, 2.655, -6.308], [1.827, -11.155, 1.001], [0.732, -10.566, 1.699], [1.982, -10.580, 0.092], [2.741, -11.123, 1.600], [1.612, -12.192, 0.731], [0.592, -11.076, 2.501], [-6.101, 3.545, -2.043], [-6.571, 2.265, -2.482], [-5.797, 3.446, -1.004], [-5.248, 3.874, -2.635], [-6.895, 4.291, -2.113], [-6.839, 2.351, -3.400], [6.338, 6.903, -3.683], [5.178, 6.155, -4.049], [5.998, 7.848, -3.269], [6.921, 6.373, -2.927], [6.966, 7.101, -4.554], [5.472, 5.316, -4.416], [5.867, -1.678, 3.541], [4.749, -1.152, 4.262], [5.975, -1.104, 2.626], [6.786, -1.593, 4.125], [5.699, -2.725, 3.281], [4.661, -1.667, 5.067], [-4.890, 7.398, -3.347], [-4.365, 6.074, -3.399], [-5.953, 7.336, -3.566], [-4.759, 7.836, -2.354], [-4.414, 8.042, -4.090], [-3.425, 6.125, -3.205], [6.715, -2.723, -0.312], [7.644, -2.920, 0.751], [5.747, -3.084, 0.029], [6.625, -1.664, -0.568], [7.010, -3.284, -1.202], [8.500, -2.601, 0.457], [-1.476, 9.736, 1.731], [-0.418, 8.932, 1.215], [-2.188, 9.069, 2.211], [-1.105, 10.448, 2.472], [-1.985, 10.280, 0.932], [0.213, 9.519, 0.792]],
  "mulliken_charge": [-0.49, 0.98, -0.69, -0.94, 0.21, -0.37, -0.26, 0.46, 0.03, 0.93, -0.59, -0.46, 0.01, -0.06, 0.74, 0.10, -0.08, 0.18, 0.24, 0.05, 0.37, 0.04, 0.02, 0.16, 0.49, 0.12, 0.15, -0.70, -0.35, 0.14, 0.31, 0.33, 0.09, -0.44, -0.48, 0.36, 0.26, 0.05, 0.22, -0.57, -0.51, 0.25, 0.31, 0.22, 0.25, -0.60, -0.33, 0.29, 0.13, 0.29, 0.16, -0.48, -0.55, 0.37, 0.17, 0.18, 0.23, -0.52, -0.45, 0.15, 0.31, 0.28, 0.26, -0.58, -0.47, 0.26, 0.21, 0.30, 0.29, -0.47, -0.54, 0.31, 0.26, 0.16, 0.28, -0.36, -0.45, 0.27, 0.16, 0.17, 0.24, -0.62, -0.45, 0.23, 0.28, 0.28, 0.35, -0.63, -0.45, 0.24, 0.23, 0.32, 0.23, -0.58, -0.46, 0.20, 0.26, 0.28, 0.28, -0.60, -0.46, 0.20, 0.28, 0.31, 0.27, -0.44, -0.53, 0.21, 0.20, 0.28, 0.27, -0.56, -0.49, 0.23, 0.24, 0.26, 0.26, -0.57, -0.42, 0.12, 0.36, 0.27, 0.25, -0.59, -0.43, 0.22, 0.28, 0.27, 0.26, -0.43, -0.51, 0.05, 0.27, 0.34, 0.29, -0.58, -0.45, 0.21, 0.28, 0.30, 0.27]
}

***

# 2
{
  "formula": "C23H87Br2F3INO28P",
  "method": "ωB97M-V/def2-TZVPD",
  "charge": -1,
  "symbols": ["C", "C", "C", "I", "P", "C", "C", "C", "C", "C", "O", "C", "C", "C", "F", "Br", "C", "F", "F", "Br", "O", "C", "C", "N", "C", "C", "C", "C", "C", "C", "C", "C", "C", "O", "H", "H", "H", "H", "H", "H", "H", "H", "H", "H", "H", "H", "H", "H", "H", "H", "H", "H", "H", "H", "H", "H", "H", "H", "H", "H", "H", "H", "H", "H", "H", "H", "H", "H", "H", "H", "H", "O", "H", "H", "O", "H", "H", "O", "H", "H", "O", "H", "H", "O", "H", "H", "O", "H", "H", "O", "H", "H", "O", "H", "H", "O", "H", "H", "O", "H", "H", "O", "H", "H", "O", "H", "H", "O", "H", "H", "O", "H", "H", "O", "H", "H", "O", "H", "H", "O", "H", "H", "O", "H", "H", "O", "H", "H", "O", "H", "H", "O", "H", "H", "O", "H", "H", "O", "H", "H", "O", "H", "H", "O", "H", "H"],
  "coordinates": [[2.964, -1.857, 2.996], [1.885, -2.695, 2.276], [1.808, -2.642, 0.714], [3.775, -2.883, -0.134], [0.553, -1.338, -0.058], [0.331, -2.632, -1.524], [1.691, -0.374, -1.238], [2.470, 0.875, -0.744], [3.773, 0.669, 0.045], [4.474, 2.040, 0.280], [4.545, 2.297, 1.713], [0.677, -0.117, 1.405], [-0.201, 1.138, 1.255], [0.315, 2.199, 2.242], [1.602, 2.538, 1.988], [0.210, 1.627, 4.115], [-0.539, 3.521, 2.117], [-1.003, 3.696, 0.875], [-1.589, 3.504, 2.949], [0.522, 5.123, 2.533], [-0.610, -2.315, 0.819], [-1.976, -2.080, 0.574], [-2.697, -2.036, 1.913], [-2.500, -0.813, 2.709], [-2.102, -0.909, -0.501], [-2.843, -1.613, -1.694], [-2.974, -0.686, -2.939], [-3.094, 0.247, -0.254], [-2.742, 1.529, -0.624], [-3.577, 2.616, -0.454], [-4.831, 2.476, 0.097], [-5.222, 1.193, 0.435], [-4.382, 0.117, 0.268], [-0.833, -0.472, -0.819], [3.800, -1.509, 2.393], [2.487, -0.979, 3.455], [3.350, -2.436, 3.838], [2.135, -3.751, 2.513], [0.930, -2.533, 2.775], [1.322, -3.577, 0.448], [-0.166, -2.106, -2.343], [1.279, -2.997, -1.949], [-0.236, -3.521, -1.232], [2.254, -0.979, -1.952], [0.969, 0.078, -1.928], [1.881, 1.635, -0.224], [2.799, 1.401, -1.660], [4.472, 0.109, -0.581], [3.656, 0.228, 1.035], [5.505, 1.994, -0.062], [3.913, 2.870, -0.146], [4.977, 1.524, 2.093], [0.230, -0.600, 2.277], [1.703, 0.121, 1.680], [-1.229, 0.947, 1.565], [-0.091, 1.620, 0.288], [-2.344, -3.001, 0.096], [-3.754, -2.283, 1.777], [-2.294, -2.869, 2.507], [-3.382, -0.396, 2.970], [-1.964, -1.022, 3.540], [-3.854, -1.864, -1.376], [-2.343, -2.530, -2.004], [-2.877, -1.300, -3.839], [-2.198, 0.074, -2.995], [-3.971, -0.234, -2.960], [-1.756, 1.677, -1.053], [-3.218, 3.600, -0.745], [-5.468, 3.335, 0.248], [-6.210, 1.043, 0.868], [-4.752, -0.867, 0.546], [6.530, 2.374, -2.113], [6.802, 1.704, -2.743], [7.189, 3.065, -2.219], [1.019, -5.758, 2.484], [0.448, -6.521, 2.343], [0.600, -5.052, 1.978], [2.143, 1.330, -3.749], [1.250, 1.700, -3.749], [2.082, 0.578, -4.349], [-5.796, -1.438, 3.055], [-6.479, -1.421, 3.733], [-5.704, -0.518, 2.790], [-6.589, -0.128, 5.409], [-6.114, -0.615, 6.089], [-6.214, 0.766, 5.450], [1.447, 1.904, -6.628], [2.071, 2.409, -6.087], [1.183, 2.513, -7.324], [1.639, -0.345, 6.963], [2.298, 0.198, 7.406], [1.335, 0.207, 6.234], [-1.834, -6.316, 2.150], [-2.520, -6.326, 2.824], [-1.799, -5.393, 1.868], [-1.027, 0.321, -5.168], [-0.187, 0.489, -5.611], [-1.619, 0.978, -5.550], [3.624, 3.616, -6.193], [4.044, 3.110, -5.485], [4.147, 4.422, -6.246], [-4.570, -4.172, -0.485], [-5.448, -3.769, -0.480], [-4.667, -4.936, -1.063], [-3.326, 4.294, -3.603], [-3.355, 5.165, -3.196], [-2.969, 3.723, -2.912], [0.150, -0.069, -8.455], [0.938, 0.130, -7.933], [0.419, -0.795, -9.025], [-5.014, 2.245, 5.862], [-5.205, 2.796, 6.627], [-4.559, 2.833, 5.247], [2.057, -2.373, 9.646], [2.715, -1.835, 10.096], [1.756, -1.818, 8.915], [8.953, 1.412, -3.031], [9.754, 1.586, -2.527], [9.180, 0.658, -3.586], [3.089, 4.032, -2.808], [2.798, 4.105, -1.892], [3.039, 3.083, -2.988], [-7.464, -3.521, 0.200], [-7.243, -3.795, 1.097], [-7.993, -4.245, -0.150], [5.782, -1.790, -2.837], [5.095, -1.831, -2.153], [5.796, -0.861, -3.088], [4.416, 1.085, -7.981], [4.246, 1.901, -7.491], [4.771, 0.478, -7.325], [-7.520, 3.789, 1.274], [-7.326, 3.498, 2.171], [-8.092, 3.100, 0.921], [2.016, 7.066, -1.525], [2.411, 6.262, -1.880], [1.078, 6.967, -1.715], [5.904, 4.458, 3.282], [6.100, 4.171, 4.178], [5.365, 3.741, 2.911], [5.957, -3.092, 2.674], [6.452, -3.698, 3.234], [5.601, -3.651, 1.969], [-6.060, -6.672, -0.490], [-5.835, -6.957, 0.401], [-6.595, -7.390, -0.846]],
  "mulliken_charge": [-0.90, -0.34, -0.57, 0.04, 2.14, -1.44, -1.03, 0.48, 0.78, -0.37, -0.58, -2.34, -0.72, 0.41, -0.21, -0.14, 0.54, -0.10, -0.21, -0.17, -0.11, 0.30, -2.02, -0.01, 0.25, -0.48, -1.42, 0.72, 0.18, -0.26, -1.42, -1.17, -0.70, -0.20, -0.01, 0.07, 0.34, 0.83, -0.22, 0.71, 0.24, 0.53, 0.07, 0.62, -0.24, -0.21, -0.31, 0.02, -0.61, 0.38, 0.02, 0.31, 1.32, 0.78, 0.37, -0.06, 0.00, 0.14, 0.62, 0.14, 0.27, 0.35, 0.71, 0.44, 0.07, 0.45, -0.07, 0.54, 0.56, 0.47, 0.91, -0.47, 0.26, 0.23, -0.68, 0.32, 0.24, -0.75, 0.34, 0.24, -0.54, 0.25, 0.29, -0.63, 0.30, 0.35, -0.38, 0.29, 0.26, -0.59, 0.30, 0.17, -0.69, 0.30, 0.38, -0.49, 0.22, 0.26, -0.71, 0.29, 0.31, -0.46, 0.27, 0.21, -0.67, 0.31, 0.37, -0.61, 0.31, 0.30, -0.65, 0.29, 0.32, -0.64, 0.30, 0.34, -0.57, 0.28, 0.30, -0.66, 0.29, 0.42, -0.63, 0.31, 0.29, -0.69, 0.17, 0.31, -0.63, 0.34, 0.31, -0.63, 0.30, 0.31, -0.64, 0.33, 0.31, -0.64, 0.29, 0.41, -0.58, 0.27, 0.25, -0.52, 0.30, 0.26]
}

***

# 3
{
  "formula": "C24F20GeS5SbTc",
  "method": "ωB97M-V/def2-TZVPD",
  "de_lowest_kj_mol": 0.0,
  "charge": 2,
  "symbols": ["Tc", "S", "Sb", "S", "S", "S", "F", "C", "C", "C", "F", "C", "F", "C", "F", "C", "F", "F", "C", "C", "C", "F", "C", "F", "C", "F", "C", "F", "Ge", "S", "C", "C", "F", "C", "F", "C", "F", "C", "F", "C", "F", "C", "C", "F", "C", "F", "C", "F", "C", "F", "C", "F"],
  "coordinates": [[2.187, -1.204, 0.462], [1.096, -6.430, 2.780], [1.254, -4.373, 2.162], [2.097, -3.457, 0.171], [1.212, -0.913, 2.290], [0.944, -2.540, 3.605], [3.827, 0.336, 3.125], [4.514, 0.205, 2.003], [3.950, -0.416, 0.881], [4.728, -0.513, -0.279], [4.114, -1.101, -1.330], [6.015, -0.056, -0.366], [6.733, -0.173, -1.460], [6.546, 0.561, 0.772], [7.764, 1.018, 0.735], [5.800, 0.698, 1.948], [6.342, 1.292, 2.989], [-2.784, 1.181, 1.926], [-2.518, -0.117, 1.888], [-1.847, -0.657, 0.798], [-1.627, -2.023, 0.812], [-0.984, -2.604, -0.215], [-1.994, -2.817, 1.873], [-1.633, -4.115, 1.883], [-2.651, -2.260, 2.958], [-2.982, -3.012, 3.984], [-2.927, -0.898, 2.962], [-3.552, -0.359, 3.988], [-1.260, 0.365, -0.739], [1.057, -0.146, -1.001], [-1.098, 2.254, -0.453], [-0.438, 2.719, 0.675], [0.098, 1.820, 1.529], [-0.307, 4.060, 0.958], [0.331, 4.468, 2.043], [-0.859, 4.983, 0.075], [-0.747, 6.266, 0.326], [-1.518, 4.556, -1.070], [-2.034, 5.438, -1.904], [-1.624, 3.199, -1.324], [-2.253, 2.809, -2.430], [-2.090, -0.260, -2.352], [-3.440, 0.043, -2.430], [-3.983, 0.724, -1.406], [-4.223, -0.329, -3.501], [-5.506, -0.025, -3.551], [-3.627, -1.044, -4.535], [-4.346, -1.419, -5.568], [-2.278, -1.374, -4.481], [-1.725, -2.066, -5.462], [-1.526, -0.979, -3.390], [-0.229, -1.314, -3.352]],
  "nbo_charge": [0.30, -0.24, 1.34, -0.24, 0.39, -0.18, -0.28, 0.45, -0.42, 0.40, -0.29, 0.26, -0.24, 0.40, -0.22, 0.26, -0.24, -0.28, 0.44, -0.63, 0.40, -0.31, 0.22, -0.30, 0.34, -0.25, 0.27, -0.25, 1.55, -0.03, -0.63, 0.41, -0.33, 0.26, -0.26, 0.35, -0.24, 0.28, -0.25, 0.39, -0.28, -0.64, 0.41, -0.30, 0.27, -0.25, 0.34, -0.25, 0.26, -0.26, 0.42, -0.31]
}

***

What did we get for E_HOMO? Answer: -11.2, -4.7, -14.6 eV, in the order shown.
What did we get for E? Answer: -198653.86196, -249710.40313, -198645.01731 eV, in the order shown.
What did we get for frontier orbital gap? Answer: 7.5, 6.2, 4.9 eV, in the order shown.